Density functional theory data (ωB97M-V with the def2-TZVPD basis set) for a molecular structure, C42H54N3O10P2PtS.

## Properties
**Energy relative to the best compared isomer or geometry (same formula, charge and spin)**: 2.99 kcal/mol
**HOMO energy**: -9.319 eV
**LUMO level**: -4.2 eV
**Maximum force**: 2.34 eV Å⁻¹
**Kohn-Sham gap**: 5.14 eV
**Total charge**: +1

```
113
Properties=species:S:1:pos:R:3:forces:R:3:lowdin_charge:R:1
Pt 1.406 0.169 1.050 -0.42 0.91 -0.21 1.21
S 0.264 -0.188 4.138 0.77 -0.07 -0.42 0.65
P -1.463 0.998 -0.061 -1.05 0.72 -0.47 0.55
P -1.241 -1.922 -0.009 0.14 -0.90 -0.49 0.49
O -0.465 1.142 1.032 0.45 -0.44 -0.04 -0.37
O -1.357 2.330 -0.936 0.27 -0.55 0.04 -0.16
O -0.259 -1.763 1.060 -0.35 -0.10 -0.11 -0.29
O -0.932 -0.541 3.450 0.00 0.15 -0.19 -0.30
O 0.736 -1.065 5.171 -0.15 0.29 0.15 -0.27
O -2.954 0.945 0.465 0.65 -0.32 -0.53 -0.19
O -2.696 -2.191 0.521 0.29 0.15 -0.01 -0.15
O -1.293 -1.356 -4.302 0.77 0.35 0.08 -0.11
O -0.888 -3.151 -0.985 -0.76 0.64 0.14 -0.17
O 1.403 0.643 -0.949 1.16 0.71 -1.20 -0.23
N 1.493 0.002 3.012 -1.57 -0.28 1.03 -0.26
N 3.252 -0.498 1.200 0.96 -0.27 -0.44 -0.08
N 0.364 0.589 -3.740 -0.05 2.34 0.20 0.12
C -3.612 0.685 2.783 0.34 -0.03 -0.34 -0.02
C -4.177 -4.033 0.124 0.29 0.27 -0.14 -0.03
C 1.918 -2.989 -5.133 -0.10 0.18 0.09 -0.07
C 4.557 0.013 5.084 0.57 -0.15 -0.38 -0.05
C 0.929 -0.638 -4.039 0.63 -1.54 0.09 -0.17
C 5.100 -0.528 2.791 -0.20 0.03 0.05 -0.15
C -3.788 -2.626 -0.308 -0.69 -0.25 -0.17 -0.44
C 2.773 -0.038 3.465 0.98 -0.05 0.80 -0.27
C 3.209 0.165 4.774 -0.22 0.02 -0.75 0.00
C -0.281 3.785 4.415 -0.02 -0.06 -0.07 -0.07
C -2.252 -2.272 -4.781 -0.40 -0.25 -0.14 -0.06
C -2.457 2.951 -1.622 -0.49 0.39 -0.23 -0.44
C -0.234 4.011 5.781 -0.02 -0.02 0.14 -0.07
C 4.088 -0.894 0.241 -0.74 0.20 0.26 -0.10
C 3.736 -0.356 2.467 0.10 0.08 0.61 -0.15
C 0.424 -3.744 -0.856 0.76 -0.54 -0.03 -0.44
C 2.041 2.140 -2.713 -0.42 -0.81 -0.30 -0.14
C 5.492 -0.333 4.131 -0.07 0.05 0.25 -0.04
C 1.025 1.780 -3.611 -0.12 -0.89 0.48 0.04
C 3.150 2.202 -0.553 0.84 0.71 0.62 -0.02
C 2.198 1.592 -1.386 -1.18 -1.21 0.45 -0.30
C 3.846 3.728 -2.274 -0.50 0.10 -1.27 -0.07
C 3.965 3.230 -0.980 -0.65 -0.86 0.46 -0.02
C 2.302 -0.869 -4.070 -0.48 0.12 0.02 0.00
C -0.114 2.504 3.917 -0.09 0.15 -0.15 -0.06
C -1.357 -0.464 -1.128 0.15 -0.03 1.08 -0.18
C -2.400 2.620 -3.105 0.01 -0.05 0.46 -0.02
C 5.442 -1.114 0.485 0.56 0.05 0.54 -0.04
C 5.967 -0.901 1.742 -0.54 -0.01 -0.35 0.02
C 0.037 -1.646 -4.474 0.01 0.29 0.24 -0.21
C 0.071 1.461 4.802 0.06 -0.53 -0.03 -0.27
C -3.368 1.668 1.655 -0.56 0.37 0.75 -0.41
C -0.045 2.955 6.660 -0.04 0.04 -0.08 -0.06
C 2.878 3.212 -3.098 0.66 0.86 0.14 -0.02
C -4.655 2.416 1.333 0.44 -0.09 -0.13 -0.03
C 0.091 1.666 6.169 0.02 -0.19 0.12 -0.06
C 0.543 -2.799 -5.048 0.10 0.14 -0.22 -0.04
C 0.511 -4.632 0.375 -0.22 0.32 -0.13 -0.03
C -4.942 -1.647 -0.133 0.40 -0.12 -0.08 -0.03
C 0.689 -4.536 -2.126 -0.22 0.39 0.19 -0.03
C 2.787 -2.046 -4.615 0.06 -0.13 -0.10 -0.07
C -2.373 4.450 -1.361 0.02 -0.44 0.09 -0.02
H 2.978 -0.099 -3.727 0.05 -0.01 0.02 0.11
H 0.713 2.551 -4.310 -0.25 0.10 0.07 0.14
H -1.452 2.954 -3.517 0.11 0.13 -0.11 0.07
H -0.112 -3.552 -5.451 -0.19 -0.09 0.02 0.12
H 4.673 3.672 -0.300 0.12 0.00 0.17 0.12
H 0.198 0.815 6.826 0.10 0.00 0.07 0.12
H -5.408 1.711 0.990 -0.09 -0.06 -0.05 0.09
H 0.542 -3.902 -2.994 0.03 -0.09 0.02 0.04
H -5.019 2.890 2.240 -0.05 0.09 0.07 0.09
H -0.583 0.654 -4.098 0.10 0.15 -0.28 0.13
H -3.211 3.123 -3.624 -0.06 0.00 -0.11 0.10
H -2.565 2.363 1.925 -0.09 -0.04 -0.01 0.13
H -5.766 -1.917 -0.788 -0.07 -0.05 -0.06 0.09
H -4.619 -0.633 -0.354 -0.04 0.08 -0.04 0.06
H 0.216 -4.078 1.260 0.09 -0.02 0.13 0.07
H 1.151 -2.928 -0.768 -0.07 -0.04 -0.01 0.13
H -4.399 -4.034 1.188 -0.05 -0.01 0.12 0.09
H -2.497 1.547 -3.245 -0.08 -0.18 -0.15 0.07
H 2.747 3.606 -4.094 0.03 0.15 -0.12 0.12
H -0.361 5.011 6.162 0.02 0.12 0.06 0.11
H -3.389 2.559 -1.201 0.12 0.05 -0.07 0.12
H -0.439 -0.386 -1.706 0.05 -0.06 0.10 0.04
H 7.020 -1.016 1.942 0.14 -0.08 -0.02 0.12
H 2.303 -3.882 -5.601 0.02 -0.10 -0.01 0.12
H -2.274 4.633 -0.294 0.00 0.06 0.06 0.09
H 0.015 -5.387 -2.183 -0.10 -0.12 -0.02 0.09
H 4.483 4.528 -2.616 0.04 0.08 -0.07 0.11
H 1.712 -4.901 -2.130 0.12 -0.05 0.03 0.09
H -0.142 -5.493 0.257 -0.08 -0.16 -0.02 0.09
H -5.286 -1.682 0.897 -0.07 0.03 0.14 0.09
H -3.272 4.947 -1.716 -0.08 0.04 -0.08 0.09
H 4.870 0.160 6.106 0.07 0.02 0.10 0.11
H -0.010 3.134 7.724 -0.03 0.01 0.10 0.11
H -2.126 -3.266 -4.345 0.09 0.07 0.03 0.10
H 3.206 1.886 0.484 -0.03 -0.04 -0.25 0.09
H -2.206 -0.537 -1.802 -0.21 0.07 0.01 0.08
H -3.358 -4.722 -0.064 0.06 -0.12 0.00 0.08
H -1.511 4.871 -1.870 0.13 0.09 -0.03 0.09
H -3.834 1.232 3.695 -0.04 0.06 0.11 0.10
H 1.534 -4.980 0.492 0.11 -0.07 0.04 0.09
H -2.739 0.063 2.949 -0.09 0.05 0.04 0.05
H -4.456 0.052 2.531 -0.22 -0.10 0.00 0.08
H -0.450 4.605 3.735 0.02 0.12 -0.08 0.10
H -2.218 -2.341 -5.871 0.00 -0.03 0.01 0.10
H -4.507 3.179 0.575 -0.04 0.15 -0.08 0.07
H 6.527 -0.472 4.399 0.14 0.01 0.04 0.11
H 3.852 -2.205 -4.681 0.11 0.00 0.04 0.11
H -3.458 -2.644 -1.354 -0.01 0.02 0.03 0.13
H 2.500 0.424 5.542 0.10 -0.04 0.06 0.09
H 3.675 -1.019 -0.750 -0.12 0.05 -0.01 0.11
H -0.146 2.302 2.858 0.04 0.06 -0.09 0.08
H -3.218 -1.873 -4.471 0.06 -0.07 -0.10 0.10
H 6.079 -1.432 -0.324 0.02 -0.02 -0.14 0.11
H -5.055 -4.364 -0.423 -0.09 -0.05 -0.07 0.09
```
Forces are in eV/Å.

---

Density functional theory data (ωB97M-V with the def2-TZVPD basis set) for a molecular structure, C42H56AsGeIrN2O3P2S4Sb.

## Properties
**Energy relative to the best compared isomer or geometry (same formula, charge and spin)**: 16.12 kcal/mol
**HOMO energy (spin up / spin down)**: -4.288 / -4.256 eV
**LUMO level (spin up / spin down)**: 1.0 / 1.0 eV
**Maximum force**: 0.50 eV Å⁻¹
**Kohn-Sham gap (spin up / spin down)**: 5.33 / 5.30 eV
**Total charge**: -1

```
113
Properties=species:S:1:pos:R:3:forces:R:3:lowdin_charge:R:1
Ir -0.027 -0.449 -0.107 -0.06 0.03 -0.39 0.61
Sb -1.860 -3.009 -1.933 -0.03 0.05 0.09 -0.09
As 3.685 -1.920 0.145 -0.17 -0.32 -0.09 0.99
Ge -4.810 -0.337 3.400 0.02 -0.06 -0.08 1.03
S -3.796 -3.842 -1.155 -0.03 -0.04 0.10 -0.20
S -1.870 -1.938 -3.950 -0.08 -0.05 -0.19 -0.17
S -1.775 -0.403 -1.443 0.19 0.11 0.18 0.08
S 0.153 -3.877 -1.339 0.01 -0.07 -0.02 -0.17
P 1.003 1.047 -1.398 -0.11 -0.09 0.15 0.80
P 0.661 0.724 1.694 0.00 0.03 0.07 0.91
O -1.117 -1.828 1.054 -0.02 -0.20 0.11 -0.31
O -2.478 -0.226 1.812 -0.12 0.26 0.17 -0.08
O 2.180 -1.286 0.353 0.21 0.42 0.18 -0.61
N 3.402 2.324 -0.852 0.09 0.08 0.03 0.14
N 3.095 2.038 1.919 0.11 0.12 -0.07 0.14
C 1.256 -1.552 3.253 -0.01 0.05 0.02 -0.09
C -5.318 -0.489 0.487 -0.04 -0.02 0.01 -0.09
C -4.066 2.417 2.752 0.01 -0.02 0.00 -0.10
C 6.452 3.915 0.352 0.04 0.01 0.06 -0.08
C -0.314 0.131 4.222 0.12 0.04 0.07 -0.09
C -2.964 -2.466 2.403 -0.02 -0.04 -0.01 -0.16
C 4.352 2.798 0.010 0.00 0.02 -0.05 -0.23
C 2.227 1.538 1.093 -0.07 -0.03 -0.11 -0.35
C 2.392 1.684 -0.346 -0.10 -0.03 0.07 -0.36
C 0.434 0.886 -4.075 0.03 0.02 -0.03 -0.13
C -2.877 3.946 4.183 -0.02 -0.02 -0.03 -0.11
C -5.876 -0.337 1.758 0.00 0.03 -0.02 -0.24
C 1.782 -0.959 -3.135 0.01 0.00 -0.01 -0.12
C -8.099 -0.742 6.872 0.00 -0.01 -0.01 -0.11
C 3.575 -3.593 -0.776 0.06 -0.01 -0.03 -0.22
C 5.497 3.444 -0.505 -0.06 -0.03 0.00 -0.02
C -7.264 -0.198 1.855 0.00 0.01 0.02 -0.11
C -6.119 -0.516 -0.647 0.00 -0.01 0.02 -0.08
C 1.581 0.556 -3.105 -0.06 -0.01 -0.03 -0.67
C -2.785 2.955 5.150 -0.03 -0.02 -0.01 -0.11
C -7.734 -1.841 6.106 0.00 0.02 0.00 -0.10
C -2.135 -1.409 1.712 0.07 -0.08 -0.13 -0.71
C 5.194 3.150 2.266 -0.05 -0.03 -0.02 -0.02
C -3.990 1.413 3.717 0.03 0.03 0.00 -0.28
C -3.522 3.673 2.983 0.02 0.01 0.01 -0.10
C 2.843 1.279 -3.577 0.04 -0.05 -0.04 -0.10
C 2.110 0.588 4.181 0.06 -0.02 0.04 -0.11
C 4.200 2.651 1.396 0.00 -0.01 0.03 -0.21
C -3.346 1.704 4.918 0.03 0.01 0.02 -0.13
C -0.337 2.191 2.082 0.01 0.05 0.04 -0.20
C -6.769 -1.708 5.117 -0.01 0.01 0.01 -0.12
C 6.299 3.766 1.749 0.05 0.03 -0.06 -0.08
C 0.142 2.627 -1.690 -0.01 0.04 0.00 -0.23
C -8.066 -0.210 0.723 0.01 0.01 -0.03 -0.10
C -6.531 0.607 5.641 0.01 0.01 0.00 -0.11
C -3.686 -1.934 3.639 -0.06 -0.10 0.00 -0.24
C 4.565 -2.206 1.837 0.01 -0.02 0.02 -0.20
C -7.493 -0.374 -0.532 -0.01 0.00 0.00 -0.10
C 0.967 -0.055 3.391 -0.04 0.03 0.00 -0.64
C -7.495 0.484 6.635 0.00 0.00 -0.01 -0.10
C -6.142 -0.485 4.865 -0.05 -0.04 0.03 -0.27
C 4.952 -0.803 -0.787 -0.04 0.05 0.05 -0.18
H 0.737 3.281 -2.330 -0.01 0.00 0.00 0.05
H 0.660 0.403 -5.029 0.02 0.02 -0.01 0.09
H 5.612 -2.451 1.662 0.00 -0.01 0.01 0.04
H -0.434 1.165 4.552 0.01 -0.03 -0.02 0.07
H 2.519 -1.291 -2.407 0.11 0.02 0.06 0.03
H -4.361 -2.706 4.018 0.04 0.00 0.02 0.05
H -6.077 1.576 5.468 0.01 -0.01 -0.01 0.09
H -0.521 0.481 -3.740 0.02 0.01 0.02 -0.01
H 4.493 -1.288 2.422 0.02 -0.03 -0.03 0.03
H 0.085 2.761 2.912 0.00 0.01 -0.01 0.06
H 4.670 -0.686 -1.829 -0.05 0.01 -0.04 0.02
H -0.820 2.414 -2.154 0.00 0.00 0.00 0.04
H -3.675 -2.822 1.650 -0.02 0.00 -0.02 0.08
H 1.367 -1.970 4.259 -0.02 0.00 -0.01 0.09
H -1.346 1.854 2.320 0.01 -0.02 0.01 0.03
H 2.911 -4.238 -0.203 -0.01 0.00 0.00 0.02
H -1.217 -0.150 3.692 -0.09 -0.04 -0.09 0.05
H 2.745 2.365 -3.531 0.00 -0.02 0.01 0.07
H -2.282 3.156 6.089 0.00 0.00 0.00 0.10
H 4.080 -3.017 2.376 -0.01 0.01 0.00 0.04
H -7.730 -0.081 2.827 0.01 -0.01 -0.01 0.09
H -4.251 -0.591 0.363 0.08 -0.01 0.01 0.06
H 3.726 1.005 -2.998 -0.06 0.02 -0.04 0.05
H 3.086 0.400 3.732 -0.09 0.01 0.06 0.05
H 5.046 3.026 3.331 0.01 0.00 0.01 0.11
H -9.140 -0.102 0.822 0.01 0.00 0.00 0.09
H 0.346 1.960 -4.251 0.00 -0.01 0.00 0.07
H 1.993 1.667 4.285 0.02 -0.03 -0.01 0.07
H -6.515 -2.578 4.521 0.00 0.00 0.00 0.10
H -0.036 3.127 -0.739 0.02 -0.02 -0.04 0.02
H -8.118 -0.400 -1.417 0.00 0.00 0.00 0.10
H 2.119 -1.251 -4.135 0.03 0.00 0.02 0.10
H 0.462 -2.080 2.731 -0.06 -0.02 -0.05 0.07
H -0.395 2.826 1.199 0.00 -0.02 0.05 0.03
H -0.226 -0.495 5.115 0.00 0.01 -0.01 0.09
H -8.852 -0.840 7.644 0.00 0.00 0.00 0.09
H 7.066 4.150 2.410 -0.01 -0.01 0.01 0.10
H 5.930 -1.281 -0.722 0.00 0.01 -0.02 0.04
H 2.099 0.145 5.182 0.00 -0.01 0.02 0.08
H 0.861 -1.503 -2.927 -0.01 0.04 -0.01 -0.01
H -2.449 4.925 4.362 0.00 0.00 0.00 0.09
H -4.545 2.207 1.801 -0.01 -0.01 0.01 0.10
H -3.593 4.438 2.219 0.00 0.00 0.00 0.10
H 4.557 -4.048 -0.900 0.01 0.02 0.00 0.04
H -2.982 -1.726 4.451 0.03 0.03 -0.03 0.07
H 2.175 -1.723 2.702 -0.01 0.00 0.01 0.03
H 4.990 0.176 -0.308 0.01 -0.05 -0.01 0.02
H 3.097 -3.405 -1.738 0.01 -0.06 0.03 0.01
H 5.583 3.545 -1.579 0.01 0.00 0.00 0.11
H -5.656 -0.672 -1.613 0.00 0.00 -0.01 0.10
H -3.277 0.946 5.692 0.00 -0.01 -0.01 0.11
H -8.205 -2.802 6.274 0.00 0.00 0.00 0.10
H -7.778 1.351 7.221 0.00 0.00 0.00 0.09
H 3.012 0.995 -4.620 0.01 0.01 -0.01 0.09
H 7.334 4.408 -0.036 0.00 0.00 -0.01 0.10
H -2.331 -3.326 2.630 0.02 0.01 0.03 0.12
```
Forces are in eV/Å.

---

Question: What is the energy relative to the best compared isomer or geometry (same formula, charge and spin) in the first record?
Answer: 2.99 kcal/mol

---

Question: What is the formula in the first record?
Answer: C42H54N3O10P2PtS